C21H32N2O3S | ωB97M-V/def2-TZVPD

As for the net charge: 0. The multiplicity is 1. The highest occupied orbital energy comes out at -9.272 eV. As for the SMILES: C[C@H]1CC[C@@H](NC(=O)[C@H]2CC[C@H](CNS(=O)(=O)c3ccccc3)CC2)CC1.

Positions of all 59 atoms, in Å:
C -3.50 -4.06 0.65
C -4.31 -2.83 0.28
C -4.23 -1.77 1.38
C -5.04 -0.53 1.01
C -4.60 0.07 -0.33
N -3.29 0.67 -0.22
C -3.03 1.96 -0.49
O -3.89 2.75 -0.83
C -1.57 2.37 -0.31
C -0.65 1.59 -1.25
C 0.80 2.04 -1.08
C 1.25 1.86 0.37
C 2.71 2.26 0.57
N 3.65 1.45 -0.18
S 3.63 -0.20 0.19
O 2.84 -0.91 -0.78
O 3.30 -0.34 1.57
C 5.35 -0.59 -0.06
C 5.76 -1.16 -1.25
C 7.11 -1.43 -1.44
C 8.02 -1.11 -0.45
C 7.60 -0.54 0.74
C 6.25 -0.27 0.93
C 0.33 2.66 1.29
C -1.12 2.21 1.14
C -4.63 -1.00 -1.43
C -3.82 -2.23 -1.04
H -3.58 -4.82 -0.12
H -3.86 -4.49 1.59
H -2.45 -3.81 0.78
H -5.36 -3.12 0.16
H -4.61 -2.18 2.31
H -3.18 -1.50 1.55
H -6.10 -0.80 0.94
H -4.94 0.23 1.79
H -5.27 0.89 -0.60
H -2.53 0.06 0.05
H -1.52 3.43 -0.58
H -0.71 0.52 -1.04
H -0.97 1.74 -2.29
H 1.43 1.44 -1.75
H 0.89 3.09 -1.37
H 1.17 0.79 0.62
H 2.87 3.31 0.29
H 2.98 2.12 1.62
H 3.53 1.55 -1.18
H 5.02 -1.41 -1.99
H 7.44 -1.88 -2.36
H 9.07 -1.32 -0.60
H 8.31 -0.30 1.51
H 5.88 0.17 1.85
H 0.65 2.52 2.33
H 0.42 3.72 1.05
H -1.19 1.16 1.45
H -1.76 2.80 1.79
H -5.67 -1.29 -1.60
H -4.24 -0.57 -2.35
H -3.90 -2.98 -1.84
H -2.76 -1.98 -0.96

Charges computed using natural (NBO), reported in e: -0.597 -0.217 -0.399 -0.400 -0.060 -0.636 0.701 -0.632 -0.302 -0.390 -0.396 -0.248 -0.219 -0.853 2.285 -0.948 -0.940 -0.244 -0.223 -0.198 -0.192 -0.207 -0.206 -0.387 -0.389 -0.400 -0.400 0.208 0.207 0.202 0.192 0.212 0.185 0.204 0.214 0.243 0.391 0.223 0.194 0.218 0.209 0.195 0.213 0.204 0.221 0.393 0.241 0.219 0.218 0.221 0.237 0.212 0.195 0.192 0.218 0.203 0.215 0.212 0.187

***

C21H32N2O4 | ωB97M-V/def2-TZVPD

As for the net charge: 0. The multiplicity is 1. The highest occupied orbital energy comes out at -8.184 eV. As for the SMILES: COc1ccc(C(=O)N2CCC[C@H](O)C2)cc1OC1CCN(C(C)C)CC1.

Positions of all 59 atoms, in Å:
C -4.53 2.89 -0.59
O -3.51 1.96 -0.84
C -2.90 1.37 0.22
C -3.18 1.63 1.55
C -2.49 0.98 2.57
C -1.51 0.05 2.25
C -0.80 -0.73 3.29
O -0.70 -1.95 3.22
N -0.31 -0.04 4.36
C 0.16 1.33 4.28
C 1.67 1.32 4.00
C 2.41 0.53 5.07
C 1.84 -0.89 5.18
O 2.13 -1.61 4.00
C 0.33 -0.79 5.42
C -1.24 -0.24 0.91
C -1.91 0.41 -0.11
O -1.72 0.21 -1.43
C -0.77 -0.74 -1.89
C 0.66 -0.18 -1.84
C 1.61 -1.20 -2.50
N 1.28 -1.50 -3.88
C 1.58 -0.50 -4.90
C 1.82 -1.23 -6.23
C 2.82 0.33 -4.59
C -0.07 -2.01 -3.94
C -1.12 -1.07 -3.34
H -4.87 3.22 -1.57
H -5.36 2.44 -0.04
H -4.16 3.76 -0.03
H -3.95 2.34 1.82
H -2.74 1.18 3.60
H -0.37 1.85 3.48
H -0.05 1.82 5.23
H 2.04 2.35 3.96
H 1.84 0.86 3.03
H 3.47 0.46 4.80
H 2.33 1.02 6.04
H 2.30 -1.41 6.03
H 1.32 -2.04 3.69
H -0.12 -1.79 5.45
H 0.13 -0.29 6.37
H -0.49 -0.99 0.71
H -0.83 -1.65 -1.29
H 0.68 0.76 -2.38
H 0.97 0.00 -0.81
H 2.64 -0.84 -2.44
H 1.55 -2.14 -1.95
H 0.74 0.20 -5.04
H 0.94 -1.78 -6.55
H 2.64 -1.94 -6.11
H 2.08 -0.52 -7.01
H 3.04 0.97 -5.44
H 3.68 -0.31 -4.42
H 2.68 0.97 -3.72
H -0.33 -2.23 -4.97
H -0.09 -2.96 -3.39
H -2.11 -1.53 -3.38
H -1.17 -0.13 -3.90

Charges computed using natural (NBO), reported in e: -0.251 -0.479 0.264 -0.300 -0.195 -0.153 0.686 -0.652 -0.440 -0.216 -0.415 -0.418 0.095 -0.741 -0.254 -0.273 0.343 -0.499 0.096 -0.455 -0.214 -0.457 -0.039 -0.603 -0.618 -0.217 -0.425 0.202 0.176 0.174 0.222 0.219 0.228 0.190 0.211 0.215 0.221 0.197 0.167 0.496 0.239 0.202 0.232 0.174 0.206 0.216 0.211 0.194 0.164 0.203 0.211 0.203 0.216 0.209 0.207 0.205 0.193 0.218 0.205

***

C21H32N2O4 | ωB97M-V/def2-TZVPD

As for the net charge: 0. The multiplicity is 1. The highest occupied orbital energy comes out at -8.535 eV. As for the SMILES: C=C[C@@](C#N)(CC#N)Cc1ccccc1.COCCOC.COCCOC.

Positions of all 59 atoms, in Å:
C 3.33 -4.86 3.02
C 1.89 -5.12 2.78
C 0.67 -4.02 2.85
C -0.62 -4.83 3.54
N -1.59 -5.57 4.05
C 1.01 -2.79 3.93
C 1.56 -1.42 3.21
N 2.31 -0.44 2.75
C 0.14 -3.49 1.40
C 1.24 -3.57 0.18
C 0.75 -4.34 -1.22
C 1.74 -4.46 -2.53
C 3.28 -3.80 -2.54
C 3.75 -3.06 -1.15
C 2.75 -2.94 0.19
H 4.15 -5.49 2.42
H 3.77 -4.10 3.82
H 1.59 -6.25 2.55
H 1.72 -3.13 4.80
H -0.03 -2.52 4.43
H -0.34 -2.41 1.41
H -0.76 -4.21 1.09
H -0.33 -4.81 -1.31
H 1.42 -5.01 -3.54
H 3.93 -3.88 -3.53
H 4.83 -2.58 -1.15
H 3.16 -2.37 1.13
C -0.04 2.30 -2.93
O -1.21 1.58 -2.57
C -1.16 0.21 -2.99
C -0.84 -0.71 -1.81
O 0.50 -0.52 -1.34
C 0.54 0.25 -0.14
H -0.06 3.27 -2.43
H 0.87 1.77 -2.63
H -0.02 2.46 -4.01
H -0.44 0.07 -3.80
H -2.15 -0.04 -3.37
H -0.91 -1.75 -2.15
H -1.57 -0.58 -1.00
H 0.17 -0.36 0.70
H -0.05 1.16 -0.22
H 1.58 0.52 0.06
C -3.88 6.75 0.95
O -3.43 5.40 1.02
C -3.53 4.72 -0.23
C -2.17 4.62 -0.92
O -1.70 5.90 -1.34
C -0.69 6.41 -0.47
H -3.60 7.25 1.88
H -3.43 7.28 0.11
H -4.97 6.76 0.85
H -4.26 5.22 -0.89
H -3.90 3.71 -0.02
H -2.28 4.01 -1.83
H -1.44 4.12 -0.27
H 0.24 5.85 -0.61
H -0.99 6.36 0.58
H -0.51 7.46 -0.73

Charges computed using natural (NBO), reported in e: -0.397 -0.205 -0.111 0.246 -0.319 -0.498 0.261 -0.324 -0.466 -0.025 -0.240 -0.229 -0.238 -0.221 -0.220 0.241 0.219 0.251 0.282 0.280 0.257 0.259 0.232 0.233 0.243 0.234 0.248 -0.256 -0.558 -0.087 -0.089 -0.553 -0.246 0.189 0.183 0.169 0.179 0.182 0.187 0.173 0.155 0.177 0.202 -0.255 -0.554 -0.089 -0.096 -0.555 -0.254 0.189 0.179 0.166 0.176 0.185 0.196 0.176 0.165 0.180 0.189

***

C21H32N4O3 | ωB97M-V/def2-TZVPD

As for the net charge: 0. The multiplicity is 1. The highest occupied orbital energy comes out at -9.359 eV. As for the SMILES: CCCCC/C=C/CC(=O)N1CC[C@@H]2C[C@]2(C(=O)NCc2nc(C)no2)CC1.

Positions of all 60 atoms, in Å:
C -7.24 1.69 -1.96
C -5.75 2.00 -1.96
C -4.96 1.11 -1.00
C -3.47 1.42 -0.99
C -2.69 0.52 -0.03
C -1.22 0.79 -0.09
C -0.55 1.53 0.78
C 0.91 1.85 0.66
C 1.66 1.56 1.95
O 1.08 1.59 3.03
N 2.99 1.26 1.86
C 3.71 0.99 3.10
C 4.91 0.07 2.87
C 4.53 -1.23 2.21
C 5.35 -1.83 1.12
C 4.01 -1.26 0.77
C 2.92 -2.29 0.60
O 3.14 -3.48 0.43
N 1.65 -1.80 0.70
C 0.50 -2.63 0.47
C -0.18 -2.31 -0.82
N -1.42 -2.52 -1.13
C -1.49 -2.02 -2.41
C -2.74 -2.00 -3.21
N -0.37 -1.54 -2.85
O 0.52 -1.73 -1.79
C 3.89 -0.01 -0.10
C 3.76 1.33 0.63
H -7.78 2.33 -2.66
H -7.43 0.65 -2.25
H -7.67 1.84 -0.97
H -5.35 1.87 -2.97
H -5.59 3.04 -1.70
H -5.36 1.23 0.01
H -5.12 0.06 -1.26
H -3.07 1.30 -2.01
H -3.31 2.46 -0.72
H -3.05 0.70 0.99
H -2.89 -0.53 -0.26
H -0.69 0.42 -0.97
H -1.05 1.92 1.66
H 1.33 1.31 -0.19
H 1.04 2.92 0.45
H 4.04 1.93 3.55
H 3.01 0.53 3.79
H 5.68 0.57 2.29
H 5.36 -0.14 3.84
H 4.03 -1.94 2.86
H 6.21 -1.25 0.78
H 5.45 -2.90 1.06
H 1.52 -0.84 0.96
H 0.85 -3.66 0.46
H -0.24 -2.53 1.27
H -2.56 -1.56 -4.18
H -3.12 -3.02 -3.33
H -3.50 -1.42 -2.68
H 4.74 0.04 -0.78
H 3.01 -0.14 -0.74
H 3.31 2.07 -0.04
H 4.74 1.73 0.88

Charges computed using natural (NBO), reported in e: -0.601 -0.389 -0.389 -0.385 -0.430 -0.174 -0.188 -0.536 0.684 -0.630 -0.450 -0.211 -0.419 -0.200 -0.383 -0.173 0.705 -0.620 -0.623 -0.285 0.540 -0.512 0.323 -0.652 -0.163 -0.299 -0.407 -0.218 0.209 0.200 0.201 0.192 0.195 0.195 0.189 0.193 0.200 0.205 0.215 0.189 0.219 0.215 0.240 0.196 0.234 0.200 0.231 0.226 0.208 0.247 0.407 0.269 0.236 0.238 0.238 0.232 0.224 0.224 0.217 0.203

***

Frontier orbital gap for the records above, in order: 9.866, 8.914, 8.350, 10.099 eV
Energy relative to the best compared isomer or geometry (same formula, charge and spin) for the records above, in order: 45.3, 115.2, 1945.4, 305.8 kJ/mol